Record 1
ORCA calculation (the ωB97M-V functional and the def2-TZVPD basis) on one molecule with the formula C4H8O2 in a non-equilibrium geometry.

Positions of all 14 atoms, in Å:
O 1.005537 0.609954 -1.901928
C 0.387485 -0.542109 -1.368412
C -0.661139 -0.201168 -0.328474
C -0.636520 -0.848635 1.057735
C -0.232425 0.556644 0.851909
O 1.069742 1.057497 1.023520
H 1.414221 1.061687 -1.148590
H 1.131761 -1.227807 -0.936160
H -0.085257 -1.058085 -2.208689
H -1.624600 0.128575 -0.701132
H 0.117977 -1.603679 1.264332
H -1.571721 -0.968022 1.592953
H -0.933401 1.321128 1.234371
H 0.618340 1.714020 1.568565

Atoms 1-3, force components in eV/Å:
0.1253 0.1712 0.1784
-0.1960 -0.4006 0.1194
-0.2158 -0.0603 -0.2623

Computed properties:
HOMO energy: -0.360 Ha
total charge: 0
SMILES: OC[C@H]1C[C@H]1O
relative energy (zero: lowest compared OMol25 entry of this formula, charge and spin): 60.9 kcal per mole
lowest unoccupied orbital energy: 0.70 eV
orbital gap: 10.5 eV

=====

Record 2
ORCA calculation (the ωB97M-V functional and the def2-TZVPD basis) on one molecule with the formula C4H8O2 in a non-equilibrium geometry.

Positions of all 14 atoms, in Å:
C 1.018756 0.661222 0.168260
C 0.937020 -0.858491 -0.066655
O -0.096154 -1.416270 0.701333
C -1.285880 -0.853843 0.280468
O -1.379657 0.515536 0.527271
C -0.361409 1.237041 -0.153476
H 1.288614 0.933140 1.200808
H 1.780827 1.093348 -0.490314
H 0.490461 -1.026335 -1.203228
H 1.861027 -1.389291 0.248222
H -2.088657 -1.324589 0.897394
H -1.155550 -1.026088 -1.030328
H -0.458228 2.279263 0.158201
H -0.551176 1.175362 -1.237962

Atoms 1-3, force components in eV/Å:
-0.1022 -0.0667 -0.1867
-0.3705 -0.0453 -1.2450
0.0388 0.0191 0.4893

Computed properties:
HOMO energy: -0.372 Ha
total charge: 0
SMILES: C1COCOC1
relative energy (zero: lowest compared OMol25 entry of this formula, charge and spin): 54.5 kcal per mole
lowest unoccupied orbital energy: 1.10 eV
orbital gap: 11.2 eV

=====

Record 3
ORCA calculation (the ωB97M-V functional and the def2-TZVPD basis) on a 2-piece molecular cluster, C4H8O2 overall in a non-equilibrium geometry.

Positions of all 14 atoms, in Å:
C -0.465522 -1.391813 1.355047
C -0.339814 -0.151498 0.450809
C 0.295366 -0.679257 -0.605058
O -0.124889 -0.754460 -1.861339
H -1.479173 -1.320419 1.735351
H -0.454042 -2.333450 0.774620
H 0.272477 -1.485699 2.149312
H -1.216969 0.482332 0.280564
H 1.207331 -1.248374 -0.436086
H -0.973861 -0.291125 -1.889277
C 0.814803 2.293949 -0.479367
O 0.075694 2.172716 -1.426476
H 1.813087 1.818015 -0.432468
H 0.552224 2.917526 0.397467

Atoms 1-3, force components in eV/Å:
-0.1442 -0.0176 0.7033
-0.2553 -0.9021 -0.3788
0.2430 0.0462 -0.3953

Computed properties:
HOMO energy: -0.303 Ha
total charge: 0
SMILES: C/C=C/O.C=O
relative energy (zero: lowest compared OMol25 entry of this formula, charge and spin): 88.9 kcal per mole
lowest unoccupied orbital energy: 0.99 eV
orbital gap: 9.2 eV

=====

Record 4
ORCA calculation (the ωB97M-V functional and the def2-TZVPD basis) on one molecule with the formula C4H8O2.

Positions of all 14 atoms, in Å:
C -1.715285 -0.275972 -0.325125
C -0.297127 0.218983 -0.550035
O -0.246374 1.534206 -0.031068
C 0.738321 -0.712421 0.140634
C 1.859363 0.087227 0.757438
O 2.494214 0.914711 0.140258
H -2.423270 0.430950 -0.765463
H -1.874543 -1.264884 -0.767812
H -1.922273 -0.338130 0.749230
H -0.085059 0.235673 -1.629201
H 0.621864 1.893406 -0.264616
H 1.184500 -1.389087 -0.600492
H 0.264325 -1.329853 0.911667
H 2.062242 -0.082341 1.834207

Atoms 1-3, force components in eV/Å:
-0.0534 -0.0236 0.0124
-0.1222 -0.2829 -0.1332
0.1559 0.1393 -0.0945

Computed properties:
HOMO energy: -0.371 Ha
total charge: 0
SMILES: C[C@@H](O)CC=O
relative energy (zero: lowest compared OMol25 entry of this formula, charge and spin): 26.4 kcal per mole
lowest unoccupied orbital energy: 0.89 eV
orbital gap: 11.0 eV

=====

Record 5
ORCA calculation (the ωB97M-V functional and the def2-TZVPD basis) on one molecule with the formula C4H8O2 in a non-equilibrium geometry.

Positions of all 14 atoms, in Å:
C 0.302396 1.240406 0.607639
C 0.629817 -0.121666 0.133899
O 1.891583 -0.302228 -0.439627
C -0.246391 -1.296338 0.363492
C -0.615084 -0.598126 -0.889253
O -1.678559 0.250373 -0.963972
H -0.356442 1.272768 1.476754
H -0.410646 1.785435 -0.212982
H 1.173797 1.892466 0.691619
H 2.375323 -0.999883 0.020603
H 0.234319 -2.262352 0.249316
H -0.958697 -1.231245 1.177006
H -0.145721 -0.892391 -1.824424
H -1.294896 1.233355 -0.819476

Atoms 1-3, force components in eV/Å:
-1.1376 1.1467 -1.0503
-1.4291 0.0542 -1.6949
0.1612 -0.1362 0.1257

Computed properties:
HOMO energy: -0.317 Ha
total charge: 0
SMILES: C[C@@]1(O)C[C@H]1O
relative energy (zero: lowest compared OMol25 entry of this formula, charge and spin): 71.6 kcal per mole
lowest unoccupied orbital energy: 0.77 eV
orbital gap: 9.4 eV

=====

Record 6
ORCA calculation (the ωB97M-V functional and the def2-TZVPD basis) on one molecule with the formula C4H8O2 in a non-equilibrium geometry.

Positions of all 14 atoms, in Å:
C -2.371111 -0.144799 -0.174352
C -1.198872 0.134249 0.402893
C 0.123442 0.377822 -0.287474
O 0.483486 1.718658 0.023044
C 1.163792 -0.669242 0.159022
O 2.532691 -0.124966 0.037831
H -3.227581 -0.238570 0.532634
H -2.552756 -0.396652 -1.279952
H -1.093718 0.217506 1.551146
H -0.070980 0.212673 -1.300780
H 1.497915 1.676979 0.424018
H 1.041006 -0.963981 1.298950
H 0.901940 -1.648662 -0.408420
H 2.770752 -0.151021 -0.978562

Atoms 1-3, force components in eV/Å:
-0.4102 -0.6142 0.0472
0.2080 -0.2157 1.2949
-0.4002 -0.2205 2.2534

Computed properties:
HOMO energy: -0.360 Ha
total charge: 0
SMILES: C=C[C@@H](O)CO
relative energy (zero: lowest compared OMol25 entry of this formula, charge and spin): 64.7 kcal per mole
lowest unoccupied orbital energy: 0.68 eV
orbital gap: 10.5 eV

=====

Record 7
ORCA calculation (the ωB97M-V functional and the def2-TZVPD basis) on one molecule with the formula C4H8O2.

Positions of all 14 atoms, in Å:
C -1.796346 0.149558 0.451266
C -0.289156 -0.089979 0.526482
C 0.554487 -1.099966 -0.300655
O 1.828789 -0.472804 -0.230354
C 1.486850 0.847117 -0.535657
O 0.346213 1.157987 0.229407
H -2.406351 -0.756349 0.513111
H -2.053458 0.772613 1.317916
H -2.086198 0.719339 -0.436195
H -0.057990 -0.357202 1.564529
H 0.628059 -2.086077 0.161668
H 0.302694 -1.224334 -1.364016
H 2.301058 1.527906 -0.288458
H 1.241348 0.912197 -1.609043

Atoms 1-3, force components in eV/Å:
0.0112 -0.0660 -0.0697
-0.1050 -0.2079 0.2023
-0.2859 -0.1195 0.0517

Computed properties:
HOMO energy: -0.360 Ha
total charge: 0
SMILES: C[C@H]1COCO1
relative energy (zero: lowest compared OMol25 entry of this formula, charge and spin): 35.6 kcal per mole
lowest unoccupied orbital energy: 1.06 eV
orbital gap: 10.8 eV

=====

Record 8
ORCA calculation (the ωB97M-V functional and the def2-TZVPD basis) on one molecule with the formula C4H8O2 in a non-equilibrium geometry.

Positions of all 14 atoms, in Å:
C 1.620152 -0.433416 -1.230673
O 0.988556 0.180694 -0.130068
C -0.117808 -0.500716 0.394281
C -0.659454 0.125180 1.637071
C -1.418278 0.323678 0.372489
O -1.346773 1.467777 -0.392875
H 0.938476 -0.525471 -2.085789
H 2.003778 -1.427487 -0.966366
H 2.455041 0.213343 -1.510547
H -0.560743 -1.294298 -0.170523
H -0.102129 1.015393 1.920128
H -1.044644 -0.459772 2.463199
H -2.364622 -0.217677 0.275990
H -0.391555 1.532778 -0.576316

Atoms 1-3, force components in eV/Å:
0.0596 -0.1609 -0.2629
-0.1342 0.0860 0.0466
-1.1051 0.5590 -0.7009

Computed properties:
HOMO energy: -0.313 Ha
total charge: 0
SMILES: CO[C@H]1C[C@H]1O
relative energy (zero: lowest compared OMol25 entry of this formula, charge and spin): 75.9 kcal per mole
lowest unoccupied orbital energy: 0.99 eV
orbital gap: 9.5 eV

=====

Record 9
ORCA calculation (the ωB97M-V functional and the def2-TZVPD basis) on a 2-piece molecular cluster, C4H8O2 overall.

Positions of all 14 atoms, in Å:
C -1.654093 -0.019819 0.470106
C -0.163144 0.163685 0.692467
C 0.756439 -0.965263 0.276567
O 1.742092 -0.380643 -0.331299
C 1.606106 1.081916 -0.351778
O 0.300345 1.329561 -0.001682
H -2.001297 -0.933943 0.960566
H -2.203687 0.830276 0.886318
H -1.873489 -0.088025 -0.598568
H 0.039518 0.258422 1.776028
H -0.160284 -2.146112 -1.084437
H -0.552729 -2.024879 -1.701449
H 2.342869 1.463171 0.370084
H 1.821348 1.431647 -1.362926

Atoms 1-3, force components in eV/Å:
-0.0033 -0.0060 -0.0333
-0.1262 -0.2185 0.1867
0.1424 0.4124 0.2889

Computed properties:
HOMO energy: -0.328 Ha
total charge: 0
relative energy (zero: lowest compared OMol25 entry of this formula, charge and spin): 102.2 kcal per mole
lowest unoccupied orbital energy: 0.96 eV
orbital gap: 9.9 eV